# 1
Molecular formula: C22H60F3O11
Method: DFT, ωB97M-V/def2-TZVPD

Properties
**Highest occupied orbital energy**: -0.1949 hartree
**Orbital gap**: 7.594 eV
**Charge**: -1

Last column: Mulliken charge in e.
Atoms and positions in Å:
C  1.3874  0.7397  0.0212  -0.338
O  1.2921  1.3552  1.2980  -0.385
O  2.3672  -0.1732  0.0361  -0.763
C  -0.0423  0.1618  -0.3227  0.752
F  -0.8920  1.1631  -0.7328  -0.389
F  -0.0208  -0.8453  -1.2084  -0.181
F  -0.6844  -0.3800  0.7481  -0.236
C  1.1669  2.7496  1.3522  -0.299
C  0.2108  3.1831  2.4558  -1.074
H  0.6149  3.1201  3.4678  0.341
H  -0.0318  4.2533  2.4291  0.209
H  -0.7780  2.7244  2.3935  0.222
H  0.8705  3.2322  0.4159  0.383
H  2.1467  3.2001  1.5577  0.264
H  1.5869  1.5054  -0.7463  0.532
C  2.3635  -4.6800  1.7163  -1.431
C  1.9551  -3.2117  1.8440  0.793
O  1.8849  -2.8668  3.2239  -0.705
H  1.8229  -5.2896  2.4483  0.362
H  3.4044  -4.8232  2.0071  0.351
H  2.0950  -5.0840  0.7419  0.351
H  1.0013  -3.0410  1.3331  -0.158
H  2.6972  -2.5260  1.4272  0.047
H  1.4985  -1.9868  3.3030  0.318
C  -0.6552  7.0582  0.3809  -0.978
C  -0.6212  8.5646  0.6220  -0.237
O  -0.4302  9.3133  -0.5961  -0.517
H  -0.0182  6.5676  -0.3528  0.426
H  -1.6833  6.8813  0.0392  0.309
H  -0.6599  6.4631  1.2960  0.160
H  0.2886  8.8506  1.1689  0.252
H  -1.4382  8.9150  1.2487  0.291
H  0.0939  8.7115  -1.1335  0.290
C  -3.9882  1.6759  3.1311  -0.926
C  -4.2232  0.6251  4.2232  0.070
O  -5.3573  0.9977  5.0262  -0.586
H  -4.9121  2.2153  2.9008  0.444
H  -3.7460  1.2931  2.1376  0.242
H  -3.2767  2.4323  3.4642  0.179
H  -3.3060  0.5699  4.8073  0.217
H  -4.5260  -0.3248  3.7853  0.066
H  -5.0023  1.5717  5.7126  0.319
C  -2.9552  -2.7258  1.2589  -0.369
C  -3.1982  -4.2363  1.2599  -0.341
O  -4.5494  -4.5629  0.9367  -0.575
H  -3.0309  -2.4268  0.2095  0.194
H  -1.9729  -2.3884  1.5815  -0.013
H  -3.7056  -2.1829  1.8342  0.190
H  -3.0060  -4.5736  2.2815  0.337
H  -2.5400  -4.6761  0.5109  0.226
H  -4.5836  -5.4383  0.5474  0.312
C  4.4850  2.4770  -2.7943  -1.061
C  5.2280  1.6266  -1.7903  0.070
O  4.6570  1.7578  -0.4950  -0.565
H  3.5439  2.0563  -3.1567  0.169
H  5.1512  2.6595  -3.6466  0.352
H  4.1805  3.4889  -2.5070  0.336
H  6.2723  1.9053  -1.6502  0.380
H  5.2023  0.6219  -2.2270  -0.016
H  3.7152  1.5378  -0.5757  0.273
C  -1.3884  0.3564  -4.1086  -1.183
C  -0.1420  -0.5140  -4.0109  0.707
O  0.1953  -0.8352  -5.3904  -0.628
H  -1.2911  1.1964  -4.7969  0.340
H  -1.5729  0.8307  -3.1405  0.174
H  -2.2492  -0.2302  -4.4383  0.335
H  -0.2467  -1.4978  -3.5715  -0.046
H  0.6073  0.1245  -3.5510  -0.046
H  -0.5508  -1.2478  -5.8301  0.321
C  3.4815  -2.2415  -4.2728  -1.356
C  3.3005  -1.4623  -2.9733  0.453
O  2.2049  -2.0773  -2.2780  -0.502
H  4.2653  -1.8446  -4.9198  0.375
H  2.5684  -2.1748  -4.8700  0.205
H  3.6206  -3.2992  -4.0511  0.287
H  2.9853  -0.4246  -3.1143  -0.165
H  4.1844  -1.5134  -2.3332  0.459
H  2.1002  -1.4966  -1.4972  0.010
C  -0.8476  -0.8146  3.9042  -0.503
C  0.3253  -0.1094  4.5349  -0.802
O  1.3793  0.1902  3.6625  -0.515
H  -1.6459  -0.9797  4.6340  0.458
H  -0.7457  -1.8148  3.4713  0.313
H  -1.2417  -0.2593  3.0488  0.069
H  0.7282  -0.7067  5.3592  0.373
H  -0.0390  0.7872  5.0587  0.297
H  1.1229  0.5758  2.7865  0.641
C  -2.4486  -4.8530  -2.5878  -1.117
C  -2.0326  -3.5467  -3.2561  0.394
O  -1.3804  -3.9206  -4.4831  -0.503
H  -2.9681  -5.4921  -3.3025  0.326
H  -3.1008  -4.7723  -1.7171  0.172
H  -1.5037  -5.3517  -2.3465  0.388
H  -1.4636  -2.9255  -2.5636  -0.178
H  -2.9554  -3.0392  -3.5452  0.228
H  -0.6044  -4.3982  -4.1593  0.332

---

# 2
Molecular formula: C22H61N3O7
Method: DFT, ωB97M-V/def2-TZVPD

Properties
**Highest occupied orbital energy**: -0.3206 hartree
**Orbital gap**: 9.153 eV

Last column: Mulliken charge in e.
Atoms and positions in Å:
C  -0.4873  2.6219  -1.1078  -0.758
C  -0.4518  2.7411  -2.5988  0.160
C  -1.7973  3.0248  -3.2529  -1.716
O  0.4408  3.7047  -3.0437  -0.631
H  -0.6884  3.5754  -0.6194  0.570
H  0.5271  2.4135  -0.7679  -0.839
H  -1.2415  1.8831  -0.8369  0.227
H  -0.0968  1.7904  -2.9965  0.519
H  -1.6303  3.1890  -4.3174  0.419
H  -2.0779  4.0378  -2.9648  0.382
H  -2.5763  2.2634  -3.2135  0.313
H  1.0908  3.1471  -3.4776  0.382
C  1.9611  -1.1853  3.3037  -0.789
C  0.7688  -2.0701  3.8300  0.539
C  -0.5725  -1.4349  3.4269  -0.081
O  0.8340  -3.3638  3.2840  -0.512
H  2.9115  -1.7177  3.3411  0.378
H  2.0766  -0.2922  3.9178  0.463
H  1.8114  -0.9651  2.2467  0.275
H  0.8358  -2.2193  4.9076  0.536
H  -0.7694  -1.3486  2.3583  -0.352
H  -0.6498  -0.4226  3.8236  0.071
H  -1.3681  -2.0436  3.8566  0.511
H  0.6160  -4.0409  3.9287  0.275
C  1.2626  -2.0073  -0.0075  0.111
C  2.1059  -3.3350  0.1459  -0.108
C  3.4695  -3.0802  0.8119  -1.121
O  1.3778  -4.1829  0.9328  -0.680
H  1.0647  -1.3372  0.8292  -0.486
H  0.3457  -2.2659  -0.5371  -1.112
H  1.7886  -1.3644  -0.7132  0.561
H  2.2142  -3.7073  -0.8728  0.586
H  3.3959  -2.5913  1.7833  -0.019
H  3.9988  -2.4018  0.1428  0.344
H  4.0529  -3.9964  0.9026  0.395
H  1.1645  -3.7076  1.7392  0.366
C  -1.4131  -2.9298  0.5288  -2.274
C  -1.6250  -2.3640  -0.9105  0.991
C  -1.7433  -3.4304  -2.0256  -1.251
O  -1.8157  -2.7229  -3.3109  -0.281
C  -2.0430  -3.6782  -4.4182  -0.809
N  -2.7603  -1.5163  -0.9572  -0.530
H  -1.2431  -2.1397  1.2601  0.296
H  -0.4739  -3.4708  0.6442  0.751
H  -2.2592  -3.4400  0.9892  0.586
H  -0.8142  -1.6777  -1.1545  0.167
H  -2.5787  -4.0848  -1.7766  0.463
H  -0.8362  -4.0342  -2.0005  0.455
H  -1.2082  -4.3647  -4.2770  0.338
H  -2.0633  -3.1841  -5.3896  0.213
H  -2.9556  -4.2334  -4.2013  0.327
H  -3.5318  -2.0493  -0.5820  0.306
H  -3.0358  -1.4153  -1.9237  0.282
C  4.1343  1.8202  -4.8623  -1.434
C  3.6892  0.9024  -3.7170  0.462
C  3.2120  1.8222  -2.5517  -0.450
O  2.9779  1.2061  -1.2591  -0.183
C  2.6732  2.1813  -0.1835  -0.924
N  2.6034  0.1187  -4.2079  -0.678
H  4.9176  2.4726  -4.4765  0.376
H  3.2631  2.3606  -5.2325  0.314
H  4.6263  1.2265  -5.6328  0.391
H  4.5585  0.3398  -3.3765  0.397
H  2.3428  2.4335  -2.7942  -0.117
H  4.0504  2.4818  -2.3280  0.389
H  2.9420  1.9196  0.8399  0.369
H  1.6192  2.4457  -0.2689  1.019
H  3.1940  3.1240  -0.3515  0.422
H  2.1925  -0.3592  -3.4187  0.220
H  3.1528  -0.6481  -4.5687  0.313
C  -1.2351  2.1569  2.0065  -1.121
C  -2.3655  2.7496  2.8567  0.612
C  -2.9724  1.8085  3.9137  -0.880
O  -4.1000  2.2465  4.7016  -0.430
C  -5.3191  2.5263  4.0092  -0.725
N  -1.8329  3.9316  3.5188  -0.686
H  -1.5722  1.2118  1.5807  0.300
H  -0.2507  2.1199  2.4731  0.451
H  -0.9795  2.8309  1.1889  0.223
H  -3.1160  3.1626  2.1827  0.339
H  -2.1716  1.5708  4.6139  0.366
H  -3.2766  0.8266  3.5513  0.425
H  -5.2324  3.4664  3.4642  0.302
H  -6.0477  2.6993  4.8012  0.271
H  -5.7382  1.6881  3.4527  0.305
H  -0.8796  3.7692  3.8103  0.263
H  -2.3371  3.9726  4.3930  0.335
C  0.2401  0.6870  0.7890  0.135
O  -0.3385  0.1741  -0.4433  -0.347
H  -0.4700  1.4216  1.1689  0.521
H  0.3960  -0.1761  1.4362  -0.525
H  1.1724  1.2216  0.6074  -0.726
H  -1.0288  -0.4886  -0.3661  0.496